A molecular structure, C42H58IrN4O2Sb in a non-equilibrium geometry. Source: the Open Molecules 2025 dataset; level of theory: ωB97M-V/def2-TZVPD.

E_HOMO (spin up / spin down): -14.790 / -16.048 eV
Molar mass: 964.9 g mol⁻¹
Expectation value of S²: 8.8172
HOMO-LUMO gap (spin up / spin down): 5.94 / 3.93 eV
Net charge: +3
DFT total energy: -63899.3092 eV
Spin multiplicity: 6

```
108
C42H58IrN4O2Sb | the Open Molecules 2025 dataset | ωB97M-V/def2-TZVPD
C -1.88 -3.03 -2.09
H 5.95 -4.21 1.33
C 3.63 -2.16 2.70
C 1.36 1.99 -0.81
C 1.04 -3.17 5.87
H 1.36 -4.16 5.54
H 4.85 -3.12 0.49
H -2.78 -3.23 -1.51
H -0.22 3.57 -4.30
C 0.42 4.96 -2.03
H -0.50 -4.19 3.87
H -5.24 -0.88 1.77
C 5.19 3.61 0.34
C 6.21 3.67 -0.82
C 1.44 -2.81 -2.06
C 5.28 -3.68 3.89
C 1.35 -2.09 3.61
C -3.27 -0.33 1.16
H 0.80 2.16 -4.05
H 5.68 5.54 1.18
H -2.06 -2.22 -2.79
H 4.04 -0.84 1.02
H 6.08 -1.06 3.38
C -0.10 -1.03 5.30
C -4.43 1.33 -0.67
H -0.63 -0.44 4.55
C -3.04 1.21 -0.54
C 0.26 2.95 -3.54
H 1.08 5.60 -1.44
H 3.95 1.33 1.34
H -1.85 3.99 1.50
C 2.66 -2.53 3.64
Sb -0.26 -2.52 -0.77
H 7.11 4.17 -0.47
C -5.25 0.54 0.16
O 0.12 1.63 -0.86
C 1.94 3.06 -1.58
H 2.30 -3.07 -1.45
C -5.05 2.21 -1.65
H -2.38 1.75 -1.20
H 0.75 -0.46 5.66
H 6.18 1.91 1.29
C 0.97 -1.27 2.48
C 2.02 -0.70 1.65
C -3.67 5.67 -1.37
H 6.03 -1.18 1.61
H -5.85 1.76 -2.23
Ir -0.40 0.24 0.52
C 4.80 5.05 0.76
H -0.52 2.51 -2.93
H 0.78 -4.32 0.99
H -1.53 -3.37 5.05
H 1.70 4.83 -4.54
N 1.53 0.23 0.75
C -2.74 6.34 -0.58
H -4.19 6.15 -2.18
C 3.30 -1.18 1.73
C -0.83 -3.21 4.22
H 1.19 -3.63 -2.72
H 5.83 4.22 -1.68
C 3.19 3.47 -1.19
H 5.28 -3.09 4.80
C -2.34 4.46 0.66
C 6.11 -1.75 2.53
C 5.84 2.92 1.54
H 2.93 3.67 -4.03
H -1.36 -2.71 3.42
C 2.19 1.29 0.16
C -4.65 -0.28 1.10
H -2.51 7.39 -0.73
C -3.88 4.32 -1.06
N -3.21 3.76 -0.05
N -2.47 0.39 0.35
C 3.93 2.93 -0.12
H -2.77 -0.96 1.89
C 5.00 -2.81 2.66
H 0.32 -3.30 6.67
O -0.24 -0.99 2.15
C 4.99 -3.71 1.40
H 1.89 -2.63 6.27
H 2.80 5.25 -3.23
H -0.78 -1.20 6.13
H -0.02 -5.15 -0.37
C -4.79 3.51 -1.85
C 1.21 3.82 -2.70
C 3.42 1.78 0.52
N -2.13 5.75 0.42
H 6.27 -4.12 3.79
H 4.21 -4.46 1.47
H 6.71 3.49 1.85
H -1.58 -3.92 -2.63
H 4.02 5.03 1.52
C -0.10 -4.34 0.36
H -0.99 -4.49 0.97
H 3.64 4.29 -1.74
H 2.95 -3.19 4.44
H 4.45 5.64 -0.09
C 2.23 4.43 -3.68
H 4.57 -4.50 3.98
H 5.16 2.87 2.39
H 1.65 -1.91 -2.64
H -0.05 5.57 -2.80
H 6.48 2.66 -1.14
C 0.37 -2.39 4.73
H -0.35 4.56 -1.37
H -5.34 4.05 -2.62
H -6.32 0.58 0.06
H 7.08 -2.25 2.54
```

A molecular structure, C42H59N3O4OsP2S2 in a non-equilibrium geometry. Source: the Open Molecules 2025 dataset; level of theory: ωB97M-V/def2-TZVPD.

E_HOMO (spin up / spin down): -6.501 / -7.972 eV
Molar mass: 986.3 g mol⁻¹
Expectation value of S²: 6.0287
HOMO-LUMO gap (spin up / spin down): 6.94 / 6.36 eV
DFT total energy: -99887.1882 eV
Spin multiplicity: 5

```
113
C42H59N3O4OsP2S2 | the Open Molecules 2025 dataset | ωB97M-V/def2-TZVPD
H 3.47 -4.63 0.22
C 4.87 -1.84 -1.06
H 4.62 2.71 0.60
H -4.38 2.53 -0.40
H 2.54 -2.51 0.41
H 7.61 -1.38 -2.96
H -2.54 7.84 0.28
H 4.34 0.73 -1.05
H -2.28 4.48 -2.23
H 0.65 -3.74 -1.69
C 1.78 -3.22 0.03
N 2.62 2.60 1.15
H 1.90 1.87 1.30
H -1.14 -2.05 3.51
H 3.79 -2.11 -1.09
C -3.46 -3.33 -0.41
P -1.65 1.01 -0.99
C -3.23 0.72 -0.12
H -3.33 6.35 0.76
C 5.69 -1.83 -2.19
C 0.18 6.60 0.40
C -5.45 -0.03 1.43
N 4.56 -1.45 1.33
C -0.91 -3.13 3.48
C 5.34 -1.41 0.22
O 1.72 0.35 -1.79
H -1.31 0.28 -4.66
H 7.08 -0.87 1.27
H -0.22 3.73 2.92
C -3.47 -4.66 -0.81
O 1.64 0.12 0.40
H -3.79 -0.86 -2.07
H -1.95 3.38 -0.28
C -1.54 2.83 -1.16
H 0.26 7.41 -0.26
H -6.82 2.25 2.07
O 2.33 3.42 3.44
H 5.30 -2.02 -3.17
C -2.36 -5.51 -0.65
H 2.01 -5.06 1.25
C -4.35 1.56 0.02
H -0.16 -0.29 -3.40
C -0.04 4.52 2.21
C -1.23 -4.94 -0.07
H -2.82 1.21 -3.00
Os -0.38 -0.55 0.46
H -2.91 -6.97 -2.09
C -2.07 0.47 -2.69
C 1.30 5.96 0.86
C -0.09 3.37 -1.33
C -2.46 6.75 0.27
C -2.26 3.41 -2.41
H -2.11 4.73 2.01
H 1.61 -2.69 4.44
H 1.13 -1.31 3.36
C 0.44 -3.31 2.72
H -2.15 -1.70 -2.40
H 2.00 -5.28 -0.57
H -3.13 -1.06 -3.74
H -4.28 -2.69 -0.62
C -3.29 -0.50 0.55
C 6.69 -1.07 0.28
C -1.16 5.14 1.72
H -0.68 -3.49 4.50
H -4.27 -5.14 -1.35
C -2.50 -6.93 -1.08
C -1.13 6.24 0.84
C 1.20 4.87 1.73
H -0.03 4.45 -1.48
H 3.37 2.06 -1.31
C 7.01 -1.43 -2.11
C 2.19 0.53 -0.69
C 3.89 1.92 0.70
H 2.33 -3.21 -2.13
H 8.49 -0.63 -0.81
C 7.49 -1.02 -0.86
H 0.84 -4.37 2.83
H 2.25 6.26 0.47
C -0.89 0.45 -3.67
C -5.50 1.18 0.78
C -4.33 -0.86 1.37
S -0.77 0.85 2.16
C 2.40 -4.67 0.27
H -4.30 -1.66 2.06
H 4.92 -1.02 2.14
H 1.12 -1.98 -1.62
H -1.69 3.20 -3.34
H 2.41 -2.36 2.83
H 0.40 2.94 -2.20
H -1.52 -7.40 -1.12
C -1.20 -3.64 0.35
H -3.08 -7.59 -0.46
N -2.14 -1.38 0.40
S 2.61 3.89 2.13
O 3.81 4.63 1.85
H -6.59 3.09 0.58
H -6.28 -0.27 2.18
H 4.28 1.23 1.46
P 0.28 -2.74 1.02
H -0.36 1.41 -3.64
H -0.35 -5.58 0.17
H -2.55 6.43 -0.78
H -3.27 3.06 -2.50
C 1.44 -2.99 -1.46
C -6.69 2.09 1.02
H -7.64 1.64 0.68
C 3.51 1.28 -0.59
C -2.28 -2.75 0.13
H -1.80 -3.64 3.07
H 0.56 3.18 -0.46
H 3.59 -1.17 1.18
C -2.82 -0.87 -2.68
C 1.49 -2.38 3.42
```